Entry 1:
Below is C43H45AsN7O4S3Tl as an isolated structure at a distorted geometry, with properties calculated with ωB97M-V with the def2-TZVPD basis set.

Cartesian coordinates (Å):
Tl1 -0.04 -0.21 0.07
C1 0.26 -4.86 -5.55
O1 -0.80 -4.00 -5.87
C2 -0.99 -2.88 -5.10
C3 -2.19 -2.20 -5.36
C4 -2.50 -1.08 -4.63
C5 -1.69 -0.62 -3.58
C6 -2.12 0.49 -2.76
C7 -2.90 1.62 -3.41
O2 -1.90 0.59 -1.54
C8 -0.47 -1.32 -3.29
O3 0.32 -1.00 -2.35
C9 -0.15 -2.44 -4.12
H1 0.16 -5.71 -6.23
H2 0.18 -5.22 -4.51
H3 1.24 -4.40 -5.69
H4 -2.86 -2.59 -6.10
H5 -3.46 -0.62 -4.82
H6 -3.16 1.42 -4.45
H7 -2.26 2.50 -3.38
H8 -3.79 1.83 -2.83
H9 0.78 -2.94 -3.88
N1 -2.78 2.88 2.78
C10 -3.36 1.84 3.45
C11 -4.43 1.75 4.32
C12 -4.76 0.50 4.79
C13 -4.05 -0.64 4.39
C14 -2.97 -0.57 3.54
C15 -2.61 0.70 3.07
N2 -1.60 1.07 2.22
C16 -1.74 2.36 2.05
C17 -0.98 3.17 1.12
C18 -1.16 4.51 0.89
S1 -0.20 5.03 -0.43
C19 0.39 3.41 -0.57
N3 -0.08 2.58 0.28
H10 -3.09 3.84 2.78
H11 -4.98 2.64 4.62
H12 -5.60 0.39 5.46
H13 -4.36 -1.61 4.77
H14 -2.42 -1.44 3.22
H15 -1.80 5.20 1.39
H16 1.06 3.14 -1.37
C20 2.19 0.66 5.63
C21 2.73 -0.22 4.57
N4 3.67 -1.09 4.72
N5 3.84 -1.67 3.50
C22 2.99 -1.17 2.57
S2 2.88 -1.63 1.00
N6 2.27 -0.21 3.27
N7 1.32 0.61 2.70
H17 2.73 0.46 6.55
H18 1.13 0.46 5.78
H19 2.31 1.70 5.36
H20 4.52 -2.38 3.35
H21 1.54 1.59 2.84
H22 0.37 0.40 2.99
C23 -2.34 -4.66 1.90
As1 -1.29 -3.16 1.13
C24 0.18 -4.26 0.41
C25 -2.31 -2.86 -0.56
C26 -2.87 -4.08 -1.18
C27 -4.12 -4.56 -0.79
C28 -4.64 -5.72 -1.31
C29 -3.92 -6.44 -2.26
C30 -2.69 -5.96 -2.69
C31 -2.17 -4.80 -2.15
H23 -2.54 -5.43 1.17
H24 -3.30 -4.28 2.28
H25 -1.80 -5.09 2.74
H26 -0.19 -5.11 -0.15
H27 0.80 -4.61 1.23
H28 0.81 -3.64 -0.24
H29 -1.62 -2.36 -1.24
H30 -3.11 -2.15 -0.33
H31 -4.69 -3.99 -0.06
H32 -5.61 -6.08 -0.98
H33 -4.33 -7.35 -2.68
H34 -2.14 -6.50 -3.44
H35 -1.22 -4.42 -2.50
O4 1.08 1.77 -3.01
S3 1.82 0.83 -2.16
C32 3.36 1.77 -1.77
C33 3.73 2.89 -2.49
C34 4.86 3.60 -2.15
C35 5.63 3.20 -1.06
C36 5.25 2.09 -0.32
C37 4.11 1.39 -0.67
C38 2.70 -0.28 -3.28
C39 2.39 -0.25 -4.63
C40 3.00 -1.14 -5.49
C41 3.94 -2.04 -5.00
C42 4.23 -2.07 -3.65
C43 3.61 -1.19 -2.78
H36 3.11 3.19 -3.33
H37 5.16 4.47 -2.72
H38 6.52 3.74 -0.80
H39 5.84 1.78 0.53
H40 3.79 0.53 -0.09
H41 1.65 0.46 -4.97
H42 2.75 -1.14 -6.54
H43 4.43 -2.72 -5.67
H44 4.95 -2.78 -3.26
H45 3.80 -1.23 -1.72

## Properties
orbital gap: 6.6073 eV
relative energy (zero: lowest compared OMol25 entry of this formula, charge and spin): 1.0440 eV
spin multiplicity: 1


Entry 2:
Below is C43H45F13InN4O9SbSe as an isolated structure at a distorted geometry, with properties calculated with ωB97M-V with the def2-TZVPD basis set.

Cartesian coordinates (Å):
In1 -2.77 -0.88 -0.92
C1 0.88 -4.13 4.00
C2 -0.19 -3.32 3.32
C3 -0.85 -2.29 3.98
C4 -1.76 -1.51 3.31
C5 -2.06 -1.70 1.94
N1 -2.80 -0.85 1.21
C6 -3.43 0.26 1.72
C7 -2.80 1.13 2.63
C8 -3.50 2.10 3.32
C9 -4.86 2.25 3.12
C10 -5.69 3.21 3.92
C11 -5.45 1.53 2.09
C12 -4.75 0.58 1.35
C13 -5.46 -0.07 0.16
O1 -4.80 -0.90 -0.65
C14 -6.68 -0.86 0.74
F1 -7.07 -1.86 -0.05
F2 -6.43 -1.39 1.95
F3 -7.81 -0.13 0.94
C15 -6.02 1.06 -0.77
F4 -6.55 0.53 -1.88
F5 -7.02 1.86 -0.29
F6 -5.08 1.91 -1.15
C16 -1.60 -2.93 1.38
C17 -0.63 -3.65 2.05
C18 -2.30 -3.53 0.16
O2 -2.36 -2.86 -1.00
C19 -3.74 -3.92 0.62
F7 -4.40 -2.97 1.27
F8 -3.74 -4.98 1.49
F9 -4.51 -4.32 -0.39
C20 -1.66 -4.88 -0.30
F10 -0.39 -4.72 -0.72
F11 -1.59 -5.92 0.58
F12 -2.32 -5.39 -1.34
H1 1.49 -3.51 4.65
H2 0.45 -4.92 4.62
H3 1.53 -4.60 3.26
H4 -0.64 -2.10 5.03
H5 -2.28 -0.73 3.85
H6 -1.73 1.04 2.77
H7 -2.99 2.74 4.04
H8 -5.22 3.42 4.88
H9 -5.80 4.15 3.39
H10 -6.69 2.81 4.10
H11 -6.49 1.71 1.88
H12 -0.18 -4.53 1.60
F13 3.80 -0.34 1.28
C21 3.34 -0.28 -0.02
C22 1.99 -0.45 -0.26
C23 1.52 -0.46 -1.56
C24 0.01 -0.41 -1.82
O3 -0.64 -0.69 -0.73
C25 -0.28 -1.08 -3.14
C26 0.65 -1.00 -4.10
N2 1.96 -0.56 -3.90
C27 2.78 -0.25 -5.02
C28 2.78 -1.13 -6.23
C29 3.98 -1.11 -5.33
C30 2.42 -0.35 -2.63
C31 3.76 -0.06 -2.36
C32 4.24 -0.03 -1.05
N3 5.65 0.19 -0.91
C33 6.21 0.69 0.31
C34 6.61 -0.40 1.32
N4 7.42 -1.45 0.64
C35 6.71 -1.98 -0.56
C36 6.49 -0.81 -1.52
C37 -1.67 -1.48 -3.60
O4 -1.74 -2.15 -4.62
O5 -2.66 -0.98 -2.98
H13 1.29 -0.58 0.55
H14 0.39 -1.27 -5.11
H15 2.90 0.82 -5.18
H16 2.84 -0.66 -7.20
H17 2.15 -2.01 -6.21
H18 4.88 -0.63 -5.67
H19 4.14 -1.98 -4.71
H20 4.44 0.17 -3.16
H21 5.49 1.36 0.78
H22 7.11 1.28 0.06
H23 5.71 -0.87 1.73
H24 7.19 0.03 2.14
H25 7.64 -2.20 1.30
H26 8.30 -1.01 0.31
H27 5.75 -2.38 -0.25
H28 7.31 -2.77 -1.01
H29 6.00 -1.17 -2.42
H30 7.46 -0.37 -1.78
C38 1.97 3.84 2.61
C39 1.43 2.49 2.23
Sb1 0.06 2.29 0.42
C40 -1.02 4.13 1.08
C41 -2.49 4.19 0.72
C42 1.73 3.36 -0.68
C43 1.69 3.47 -2.20
H31 2.58 3.79 3.52
H32 1.16 4.54 2.79
H33 2.60 4.24 1.82
H34 0.85 2.08 3.06
H35 2.26 1.80 2.07
H36 -0.49 4.98 0.64
H37 -0.90 4.15 2.17
H38 -2.61 4.19 -0.36
H39 -2.94 5.10 1.13
H40 -3.02 3.33 1.10
H41 2.65 2.86 -0.37
H42 1.73 4.37 -0.26
H43 1.72 2.48 -2.66
H44 2.54 4.06 -2.56
H45 0.76 3.94 -2.51
O6 -2.26 1.72 -3.66
Se1 -1.67 1.81 -2.22
O7 -1.25 3.31 -1.96
O8 -2.53 1.30 -0.98
O9 -0.11 1.04 -2.20

## Properties
orbital gap: 2.4033 eV
charge: -2
spin multiplicity: 1


Entry 3:
Below is C43H45F2N5ORhSSb as an isolated structure, with properties calculated with ωB97M-V with the def2-TZVPD basis set.

Cartesian coordinates (Å):
Rh1 0.26 -1.19 0.56
F1 -4.05 -3.90 2.32
C1 -2.78 -3.92 1.90
C2 -2.16 -2.72 1.60
C3 -0.85 -2.73 1.16
C4 -0.15 -3.94 1.07
C5 -0.83 -5.12 1.38
F2 -0.19 -6.30 1.30
C6 -2.14 -5.14 1.79
C7 1.29 -3.85 0.76
C8 2.19 -4.90 0.63
C9 3.53 -4.63 0.40
C10 3.96 -3.31 0.30
C11 3.03 -2.31 0.42
N1 1.73 -2.58 0.62
H1 -2.73 -1.81 1.73
H2 -2.64 -6.06 2.03
H3 1.85 -5.92 0.72
H4 4.24 -5.45 0.31
H5 5.01 -3.06 0.16
H6 3.29 -1.27 0.36
C12 3.22 2.68 4.38
C13 3.84 1.36 3.93
N2 2.85 0.28 3.75
C14 2.71 -0.69 4.85
C15 1.75 -0.23 5.94
C16 2.07 0.28 2.68
S1 0.74 -0.87 2.71
N3 2.28 1.24 1.78
C17 2.02 1.30 0.51
O1 1.60 0.32 -0.22
C18 2.30 2.60 -0.16
C19 3.21 3.48 0.40
C20 3.50 4.68 -0.23
C21 2.87 5.02 -1.42
C22 1.93 4.15 -1.97
C23 1.65 2.95 -1.34
H7 4.01 3.43 4.48
H8 2.73 2.57 5.34
H9 2.50 3.04 3.64
H10 4.55 1.01 4.68
H11 4.39 1.49 3.00
H12 3.70 -0.85 5.25
H13 2.37 -1.63 4.43
H14 2.12 0.66 6.44
H15 1.65 -1.02 6.69
H16 0.76 -0.01 5.53
H17 3.70 3.22 1.33
H18 4.23 5.36 0.21
H19 3.09 5.96 -1.90
H20 1.41 4.42 -2.87
H21 0.87 2.31 -1.74
N4 1.54 1.67 -4.83
C24 1.17 0.26 -4.98
C25 1.10 -0.36 -3.59
N5 2.31 0.09 -2.82
H22 2.01 2.03 -5.64
H23 2.52 1.02 -3.24
H24 0.73 2.25 -4.64
H25 1.93 -0.24 -5.57
H26 0.21 0.10 -5.48
H27 1.05 -1.44 -3.62
H28 0.23 0.03 -3.06
H29 2.08 0.23 -1.80
H30 3.10 -0.53 -2.93
C26 -1.84 4.16 -3.08
C27 -1.87 2.94 -3.75
C28 -1.90 1.75 -3.03
C29 -1.91 1.78 -1.64
C30 -1.88 3.00 -0.97
C31 -1.84 4.19 -1.69
Sb1 -1.99 -0.02 -0.49
C32 -3.56 0.40 0.85
C33 -4.84 -0.11 0.65
C34 -5.84 0.18 1.57
C35 -5.56 0.96 2.69
C36 -4.28 1.46 2.89
C37 -3.27 1.17 1.97
C38 -2.81 -1.35 -1.90
C39 -3.94 -0.99 -2.64
C40 -4.48 -1.88 -3.57
C41 -3.89 -3.12 -3.76
C42 -2.76 -3.49 -3.03
C43 -2.23 -2.60 -2.10
H31 -1.83 5.09 -3.64
H32 -1.90 2.92 -4.83
H33 -1.96 0.81 -3.57
H34 -1.90 3.04 0.11
H35 -1.83 5.13 -1.16
H36 -5.07 -0.72 -0.21
H37 -6.84 -0.21 1.42
H38 -6.34 1.18 3.40
H39 -4.06 2.06 3.76
H40 -2.27 1.55 2.15
H41 -4.42 -0.03 -2.50
H42 -5.36 -1.60 -4.13
H43 -4.31 -3.81 -4.48
H44 -2.31 -4.46 -3.18
H45 -1.37 -2.91 -1.51

## Properties
orbital gap (spin up / spin down): 6.8183 / 6.8188 eV
relative energy (zero: lowest compared OMol25 entry of this formula, charge and spin): 0.0000 eV
charge: +2
spin multiplicity: 1


Entry 4:
Below is a 3-piece molecular cluster, C43H45IN2O8S overall at a distorted geometry, with properties calculated with ωB97M-V with the def2-TZVPD basis set.

Cartesian coordinates (Å):
C1 2.55 3.14 0.93
C2 2.59 2.13 1.59
C3 2.68 0.85 2.29
C4 2.39 -0.30 1.31
O1 3.43 -1.21 1.49
C5 3.44 -2.26 0.51
C6 4.83 -2.30 -0.09
N1 4.92 -1.25 -1.10
C7 6.30 -1.05 -1.60
C8 6.87 0.27 -1.07
C9 6.19 1.48 -1.69
O2 8.26 0.33 -1.38
O3 1.17 -0.99 1.55
C10 0.02 -0.17 1.74
N2 -1.11 -1.05 1.93
C11 -0.29 0.77 0.55
O4 -1.30 0.23 -0.29
C12 -1.28 0.69 -1.61
S1 -1.31 2.51 -1.82
C13 -0.16 0.03 -2.44
C14 -0.02 -1.44 -2.07
C15 -1.30 -2.24 -2.44
I1 1.67 -2.23 -3.17
H1 2.74 3.92 0.25
H2 3.71 0.76 2.62
H3 2.04 0.84 3.16
H4 2.39 0.04 0.27
H5 2.70 -2.12 -0.27
H6 3.26 -3.20 1.03
H7 5.53 -2.10 0.73
H8 5.05 -3.28 -0.51
H9 4.64 -0.40 -0.63
H10 6.26 -0.97 -2.69
H11 6.93 -1.88 -1.32
H12 6.74 0.25 0.02
H13 6.91 2.12 -2.20
H14 5.69 2.05 -0.92
H15 5.42 1.15 -2.38
H16 8.71 -0.30 -0.81
H17 0.06 0.43 2.64
H18 -1.08 -1.42 2.87
H19 -1.00 -1.83 1.29
H20 0.59 1.05 -0.02
H21 -0.69 1.69 0.98
H22 -2.22 0.36 -2.03
H23 -0.46 2.97 -0.89
H24 0.77 0.53 -2.18
H25 -0.37 0.14 -3.50
H26 0.21 -1.57 -1.03
H27 -1.02 -3.06 -3.09
H28 -1.96 -1.61 -3.02
H29 -1.80 -2.61 -1.55
C16 -5.75 6.49 -9.80
C17 -4.38 6.73 -9.86
C18 -3.52 6.03 -9.05
C19 -4.01 5.09 -8.15
C20 -5.39 4.86 -8.08
C21 -6.25 5.56 -8.91
C22 -5.95 3.89 -7.09
O5 -7.14 3.69 -7.03
C23 -5.00 3.18 -6.19
C24 -5.51 2.31 -5.23
C25 -4.64 1.63 -4.39
C26 -3.27 1.81 -4.51
C27 -2.76 2.68 -5.46
C28 -3.62 3.37 -6.30
C29 -3.06 4.33 -7.29
O6 -1.87 4.48 -7.40
H30 -6.43 7.03 -10.45
H31 -4.00 7.47 -10.56
H32 -2.45 6.21 -9.10
H33 -7.32 5.37 -8.85
H34 -6.58 2.17 -5.14
H35 -5.04 0.95 -3.64
H36 -2.60 1.27 -3.87
H37 -1.69 2.82 -5.55
C30 0.97 -3.03 4.61
C31 0.19 -4.15 4.36
C32 -0.58 -4.71 5.37
C33 -0.55 -4.16 6.64
C34 0.25 -3.04 6.90
C35 1.00 -2.48 5.88
C36 0.32 -2.46 8.27
O7 1.01 -1.49 8.50
C37 -0.47 -3.10 9.35
C38 -0.38 -2.61 10.65
C39 -1.12 -3.18 11.67
C40 -1.96 -4.26 11.39
C41 -2.05 -4.76 10.11
C42 -1.31 -4.19 9.08
C43 -1.40 -4.76 7.71
O8 -2.13 -5.69 7.47
H38 1.56 -2.59 3.82
H39 0.17 -4.59 3.37
H40 -1.19 -5.58 5.17
H41 1.61 -1.61 6.09
H42 0.28 -1.77 10.86
H43 -1.04 -2.80 12.67
H44 -2.54 -4.70 12.19
H45 -2.71 -5.59 9.89

## Properties
orbital gap: 7.7672 eV
SMILES: C#CC[C@@H](OCCNC[C@H](C)O)O[C@H](N)CO[C@@H](S)C[C@@H](C)I.O=C1c2ccccc2C(=O)c2ccccc21.O=C1c2ccccc2C(=O)c2ccccc21
spin multiplicity: 1